The following is a quantum chemistry calculation of a molecular structure, C3H3FNO6Rb, from the OMol25 dataset.

Its HOMO energy is -0.2127 Ha. The energy above the lowest of the compared OMol25 structures with the same formula, charge and spin is 2.306 eV. The calculation puts the LUMO energy at -2.06 eV. The multiplicity is 1. The value obtained for the frontier orbital gap is 3.733 eV. The calculated total energy is -20301.705 eV.

Last column: natural (NBO) charge in e.
Cartesian coordinates (Å):
O -2.384 7.013 1.348  -0.57
Rb 2.519 3.485 -0.484  1.00
C 0.026 -3.303 0.112  0.44
H 0.709 -4.944 -1.131  0.21
N -1.491 7.295 2.117  0.72
H -1.017 -3.126 0.371  0.16
O 0.441 -3.100 -2.143  -0.47
C 1.052 -2.134 -1.458  0.97
O 0.663 -2.134 -0.171  -0.48
O 1.972 -1.465 -1.954  -0.59
F 0.782 -3.931 1.064  -0.33
O -0.470 6.699 2.081  -0.56
O -1.869 8.184 2.943  -0.59
C 0.030 -4.095 -1.208  -0.13
H -0.965 -4.442 -1.487  0.21